Version w
C4H6N2O | ωB97M-V with the def2-TZVPD basis set

XYZ file:
```
13
Properties=species:S:1:pos:R:3:mulliken_charge:R:1
C -0.745 0.131 -1.961 -0.8133
C -0.107 -0.804 2.072 -0.4238
O 0.131 -0.953 0.823 -0.2529
C 0.660 -0.079 -0.031 0.2070
N 0.482 -0.400 -1.372 -0.2990
C 1.054 1.172 0.483 0.2354
N 1.413 2.184 0.941 -0.4340
H -0.768 -0.096 -3.030 0.3265
H -1.602 -0.365 -1.493 0.2758
H -0.852 1.216 -1.816 0.2916
H -0.536 -1.667 2.558 0.2789
H 0.084 0.153 2.547 0.3089
H 1.302 -0.216 -1.935 0.2989
```

As for the total charge: 0. The HOMO energy (spin up / spin down) comes out at -7.96 / -8.04 eV. The orbital gap (spin up / spin down) comes out at 7.6 / 8.2 eV. For the LUMO energy (spin up / spin down), the calculation gives -0.35 / 0.19 eV. As for the spin multiplicity: 1.

Version x
C4H6N2O | ωB97M-V with the def2-TZVPD basis set

XYZ file:
```
13
Properties=species:S:1:pos:R:3:mulliken_charge:R:1
C -1.549 0.937 1.197 -1.0499
C -0.649 0.005 0.438 0.4544
N -1.004 -0.870 -0.461 -0.6126
C 0.146 -1.216 -1.141 -0.3924
C 1.203 -0.504 -0.653 0.4169
O 2.506 -0.356 -0.997 -0.5275
N 0.707 0.255 0.373 -0.0867
H -2.584 0.785 0.890 0.2911
H -1.274 1.960 0.929 0.2995
H -1.519 0.853 2.287 0.2930
H 0.117 -1.918 -1.962 0.3912
H 2.655 -0.787 -1.850 0.3269
H 1.259 0.869 0.953 0.1959
```

As for the total charge: 0. The HOMO energy comes out at -8.03 eV. The orbital gap comes out at 8.7 eV. For the LUMO energy, the calculation gives 0.69 eV. The SMILES is Cc1ncc(O)[nH]1. As for the spin multiplicity: 1.

The computed energies, referenced to the most stable structure and given in eV, are version w 3.731; version x 0.000.

Version w
C4H6N2O | ωB97M-V with the def2-TZVPD basis set

XYZ file:
```
13
Properties=species:S:1:pos:R:3:mulliken_charge:R:1
C -0.096 0.511 2.617 -0.0330
O 0.051 1.642 2.232 -0.4148
C 0.915 -0.597 -0.394 -0.1598
N -0.286 -0.566 0.163 -0.5761
N -1.098 -0.150 -0.815 0.0934
C -0.451 0.077 -1.980 -0.2633
C 0.874 -0.206 -1.747 -0.4598
H 0.753 -0.100 2.983 0.2350
H -1.078 0.006 2.660 0.2089
H 1.768 -0.891 0.203 0.3908
H -2.068 0.020 -0.606 0.2165
H -0.975 0.395 -2.869 0.4099
H 1.691 -0.141 -2.448 0.3523
```

As for the total charge: 0. The HOMO energy comes out at -9.58 eV. The orbital gap comes out at 10.5 eV. For the LUMO energy, the calculation gives 0.97 eV. The SMILES is c1cn[nH]c1.C=O. As for the spin multiplicity: 1.

Version x
C4H6N2O | ωB97M-V with the def2-TZVPD basis set

XYZ file:
```
13
Properties=species:S:1:pos:R:3:mulliken_charge:R:1
C 1.111 -0.368 -1.015 -1.0477
C 0.919 0.258 0.328 0.6949
C -0.828 -0.289 1.067 -0.2722
O 0.373 -0.864 1.356 -0.4045
N 1.685 1.152 0.754 -0.6511
N -2.554 -0.064 -0.783 -0.4776
C -1.691 -0.110 0.053 0.3072
H 1.608 1.422 1.729 0.2675
H -2.800 0.751 -1.347 0.2732
H -1.365 -0.247 2.025 0.3666
H 1.565 0.337 -1.711 0.3451
H 1.753 -1.243 -0.936 0.2587
H 0.225 -0.734 -1.520 0.3399
```

As for the total charge: 0. The HOMO energy comes out at -8.13 eV. The orbital gap comes out at 8.6 eV. For the LUMO energy, the calculation gives 0.44 eV. As for the spin multiplicity: 1.

The computed energies, referenced to the most stable structure and given in eV, are version w 0.000; version x 2.892.

Version w
C4H6N2O | ωB97M-V with the def2-TZVPD basis set

XYZ file:
```
13
Properties=species:S:1:pos:R:3:mulliken_charge:R:1
C -4.551 0.097 0.153 0.7127
C -1.082 0.089 -0.331 0.1815
C 1.436 -0.127 0.207 -0.9768
C 0.301 0.537 -0.489 -0.3246
N -4.473 -1.049 0.507 -0.6306
N -2.063 -0.479 -0.221 -0.3628
O -4.621 1.158 -0.309 -0.4339
H 1.339 -1.145 -0.101 0.3102
H 2.422 0.224 -0.148 0.2819
H 1.301 0.036 1.289 0.3046
H 0.046 1.598 -0.232 0.2366
H 0.651 0.418 -1.530 0.2527
H -3.593 -1.470 0.380 0.4485
```

As for the total charge: 0. The HOMO energy comes out at -10.23 eV. The orbital gap comes out at 10.8 eV. For the LUMO energy, the calculation gives 0.55 eV. The SMILES is CCC#N.N=C=O. As for the spin multiplicity: 1.

Version x
C4H6N2O | ωB97M-V with the def2-TZVPD basis set

XYZ file:
```
13
Properties=species:S:1:pos:R:3:mulliken_charge:R:1
N -0.250 -0.259 -1.551 -0.4927
C 1.015 -0.226 -0.706 -0.8819
C 0.787 0.790 0.303 0.6876
O 1.563 1.838 0.471 -0.4177
N -0.217 0.597 1.139 -0.1294
C -1.066 -0.497 0.631 -0.5285
C -0.147 -1.138 -0.404 -0.0907
H -1.799 -0.057 -0.049 0.2635
H -0.099 -0.714 -2.442 0.2210
H 2.250 1.724 -0.211 0.3523
H -0.500 1.257 1.851 0.2161
H -1.474 -1.092 1.451 0.3624
H -0.064 -2.223 -0.483 0.4379
```

As for the total charge: 0. The HOMO energy comes out at -7.39 eV. The orbital gap comes out at 8.2 eV. For the LUMO energy, the calculation gives 0.78 eV. The SMILES is OC1=C2N[C@@H]2CN1. As for the spin multiplicity: 1.

Version y
C4H6N2O | ωB97M-V with the def2-TZVPD basis set

XYZ file:
```
13
Properties=species:S:1:pos:R:3:mulliken_charge:R:1
C -1.454 -0.835 0.253 -1.0669
C 1.625 0.127 0.028 0.0120
C 1.043 1.395 0.062 -0.6355
C -0.302 1.125 -0.298 0.5778
H -1.875 -1.568 -0.395 0.3601
H -2.352 -0.225 0.170 0.3923
H -1.259 -1.195 1.223 0.3725
H 1.173 -1.454 -0.940 0.2591
H 2.720 -0.093 0.388 0.3077
H 1.687 2.356 0.308 0.2807
N -0.409 -0.379 -0.463 0.1236
N 0.825 -0.903 -0.184 -0.3361
O -1.424 1.651 -0.152 -0.6474
```

As for the total charge: 0. The HOMO energy comes out at -8.95 eV. The orbital gap comes out at 9.8 eV. For the LUMO energy, the calculation gives 0.80 eV. The SMILES is Cn1[nH]ccc1=O. As for the spin multiplicity: 1.

The computed energies, referenced to the most stable structure and given in eV, are version w 0.000; version x 2.375; version y 1.718.

Version w
C4H8N2S | ωB97M-V with the def2-TZVPD basis set

XYZ file:
```
15
Properties=species:S:1:pos:R:3:mulliken_charge:R:1
C -1.597 0.755 -2.364 -0.9364
C 0.132 -0.130 -0.409 0.5292
C 1.204 -0.690 1.551 -0.1436
C 1.553 -0.169 2.922 -0.7056
H -2.008 1.680 -2.958 0.2772
H -1.691 -0.293 -2.874 0.3618
H -2.571 0.555 -1.526 0.2969
H -1.838 -0.895 -0.865 0.2713
H 2.027 0.562 0.231 0.2656
H 0.937 -1.698 1.275 0.3733
H 1.779 -1.086 3.525 0.2467
H 1.810 1.081 3.141 0.2315
N -0.974 -0.727 -0.260 -0.7359
N 1.121 0.064 0.493 -0.1814
S 0.115 0.989 -1.880 -0.1504
```

As for the total charge: 0. The HOMO energy comes out at -8.46 eV. The orbital gap comes out at 9.0 eV. For the LUMO energy, the calculation gives 0.59 eV. The SMILES is [H]/N=C(/NC=C)SC. As for the spin multiplicity: 1.

Version x
C4H8N2S | ωB97M-V with the def2-TZVPD basis set

XYZ file:
```
15
Properties=species:S:1:pos:R:3:mulliken_charge:R:1
C 0.287 -0.648 1.924 -0.7859
C -0.049 -0.732 -0.743 0.4523
C -0.061 -1.560 -1.839 -0.7561
C 0.677 0.643 -0.857 -0.3732
H 1.128 -1.259 1.746 0.3026
H 0.689 0.389 1.762 0.2947
H -0.119 -0.741 2.950 0.3186
H -0.575 -2.548 -1.963 0.2597
H 0.481 -1.217 -2.735 0.2618
H 1.703 0.647 -1.266 0.3728
H -1.034 2.941 0.462 0.2289
H -1.466 1.330 0.417 0.1831
N 0.244 1.832 -0.575 -0.3368
N -0.931 2.072 -0.013 -0.2799
S -0.972 -1.149 0.729 -0.1426
```

As for the total charge: 0. The HOMO energy comes out at -8.46 eV. The orbital gap comes out at 9.1 eV. For the LUMO energy, the calculation gives 0.67 eV. The SMILES is C=C(/C=N\N)SC. As for the spin multiplicity: 1.

Version y
C4H8N2S | ωB97M-V with the def2-TZVPD basis set

XYZ file:
```
15
Properties=species:S:1:pos:R:3:mulliken_charge:R:1
C 1.488 0.330 0.770 -1.1763
C 0.720 1.110 -0.304 0.2848
C -0.588 1.667 0.055 -0.6978
C -1.175 -0.601 -0.444 0.0380
H 2.371 0.805 1.169 0.3770
H 0.942 0.043 1.645 0.3004
H 1.661 -0.594 0.103 0.2642
H 1.411 1.667 -1.078 0.2519
H -0.925 1.560 1.015 0.3320
H -0.952 2.626 -0.353 0.2181
H -2.252 -0.566 -0.083 0.3398
H -0.330 -3.829 -0.942 0.1653
N -0.523 0.565 -0.804 -0.1930
N -0.536 -1.639 -0.553 -0.3148
S -1.313 -3.145 -0.195 -0.1896
```

As for the total charge: 0. The HOMO energy comes out at -8.36 eV. The orbital gap comes out at 9.4 eV. For the LUMO energy, the calculation gives 1.01 eV. The SMILES is C[C@@H]1CN1/C=N/S. As for the spin multiplicity: 1.

The computed energies, referenced to the most stable structure and given in eV, are version w 2.496; version x 0.000; version y 0.655.

Version w
C5H11N4 | ωB97M-V with the def2-TZVPD basis set

XYZ file:
```
20
Properties=species:S:1:pos:R:3:mulliken_charge:R:1
C 2.347 -1.004 0.059 -0.1230
C -0.838 1.026 -0.013 0.4528
C 3.545 1.043 -0.025 -0.0918
C -2.470 -0.061 -1.233 -0.9649
C -2.399 -0.197 1.266 -0.9886
N 2.421 0.488 -0.143 -0.0119
N 1.264 -1.496 -0.295 -0.3852
N 0.143 1.560 -0.238 -0.5429
N -1.947 0.389 0.048 0.0135
H 3.249 -1.423 0.497 0.3132
H 4.402 0.451 0.181 0.1980
H 3.734 2.059 0.126 0.3050
H -2.055 -0.910 -1.661 0.3150
H -3.565 -0.257 -1.056 0.3655
H -2.461 0.912 -1.918 0.3315
H -3.508 -0.491 1.207 0.3006
H -1.911 -1.034 1.641 0.3549
H -2.434 0.512 1.994 0.4254
H 1.101 -2.487 -0.014 0.2814
H 1.382 0.918 -0.422 0.4516
```

As for the total charge: +1. The HOMO energy comes out at -13.31 eV. The orbital gap comes out at 8.8 eV. For the LUMO energy, the calculation gives -4.48 eV. As for the spin multiplicity: 1.

Version x
C5H11N4 | ωB97M-V with the def2-TZVPD basis set

XYZ file:
```
20
Properties=species:S:1:pos:R:3:mulliken_charge:R:1
C 1.769 -1.707 -0.368 -0.5319
C 2.133 -0.324 -0.333 0.2129
C -1.742 0.659 -0.445 0.1414
C 0.497 -1.994 -0.123 0.1010
C -0.576 -2.453 0.445 -0.6714
N -2.977 1.043 -0.382 -0.3039
N 1.461 0.693 0.093 0.1225
N 1.824 1.941 0.024 -0.7488
N -1.000 0.678 0.695 -0.5110
H 2.522 -2.501 -0.560 0.3575
H 3.113 -0.076 -0.694 0.3586
H -1.274 0.304 -1.361 0.3629
H -0.620 -2.636 1.493 0.3000
H -1.459 -2.520 -0.247 0.2585
H -3.289 1.458 -1.249 0.2773
H 2.850 2.172 -0.106 0.2672
H 1.361 2.445 0.675 0.1956
H -1.505 1.037 1.456 0.1379
H 0.231 0.662 0.463 0.4520
H -3.319 1.119 0.524 0.2216
```

As for the total charge: +1. The HOMO energy comes out at -12.20 eV. The orbital gap comes out at 8.9 eV. For the LUMO energy, the calculation gives -3.29 eV. As for the spin multiplicity: 1.

Version y
C5H11N4 | ωB97M-V with the def2-TZVPD basis set

XYZ file:
```
20
Properties=species:S:1:pos:R:3:mulliken_charge:R:1
C -0.591 2.457 -1.620 0.0230
C 0.782 1.838 -1.613 -0.0314
C 0.827 0.830 0.565 0.4791
C -0.085 -2.575 0.050 -1.2403
C -0.521 -1.109 0.123 -0.1701
N -1.375 2.056 -0.716 -0.4227
N 1.109 1.018 -0.692 -0.3191
N 1.238 1.739 1.445 -0.3903
N 0.330 -0.320 0.968 -0.1514
H -0.748 3.138 -2.514 0.3271
H 1.319 2.050 -2.627 0.3231
H 0.098 -2.764 1.094 0.3172
H -0.807 -3.244 -0.397 0.3509
H 0.953 -2.880 -0.231 0.3290
H -1.627 -0.933 0.503 0.2499
H -0.588 -0.705 -0.846 0.2897
H 2.042 2.349 1.160 0.2790
H 1.079 1.612 2.401 0.2243
H 0.716 -0.774 1.787 0.2742
H -2.349 2.427 -0.742 0.2588
```

As for the total charge: +1. The HOMO energy comes out at -14.10 eV. The orbital gap comes out at 9.2 eV. For the LUMO energy, the calculation gives -4.85 eV. The SMILES is [H]/N=C/C=N\C(N)=[NH+]/CC. As for the spin multiplicity: 1.

Version z
C5H11N4 | ωB97M-V with the def2-TZVPD basis set

XYZ file:
```
20
Properties=species:S:1:pos:R:3:mulliken_charge:R:1
C -1.843 -1.437 0.592 -0.1122
C 2.121 0.030 -0.217 0.1032
C -0.188 0.007 -0.435 0.0117
C 3.273 -0.486 0.540 -1.2237
C -2.192 1.660 -0.542 -0.9101
N -2.170 -0.222 0.894 -0.8549
N 0.948 0.023 0.317 -0.4846
N -0.818 -1.578 -0.306 -0.3284
N -1.367 0.749 0.221 0.4502
H -2.197 -2.249 1.056 0.5092
H 2.406 0.367 -1.133 0.4690
H -0.131 0.240 -1.504 0.4712
H 3.735 -1.120 -0.146 0.3448
H 4.035 0.200 0.659 0.4005
H 2.903 -0.767 1.562 0.2949
H -2.809 1.273 -1.293 0.3747
H -2.972 1.979 0.056 0.4047
H -1.556 2.431 -0.963 0.3846
H -0.160 -2.384 -0.363 0.2988
H -1.017 1.287 1.005 0.3964
```

As for the total charge: +1. The HOMO energy comes out at -13.79 eV. The orbital gap comes out at 10.2 eV. For the LUMO energy, the calculation gives -3.56 eV. The SMILES is C/C=N/[C@H]1NC=N[N@@H+]1C. As for the spin multiplicity: 1.

The computed energies, referenced to the most stable structure and given in eV, are version w 1.409; version x 2.029; version y 0.000; version z 1.877.

Version w
C4H9NOS | ωB97M-V with the def2-TZVPD basis set

XYZ file:
```
16
Properties=species:S:1:pos:R:3:mulliken_charge:R:1
C 1.734 1.040 -0.285 -0.7454
N 1.059 0.026 -1.069 -0.1728
C 0.019 -0.619 -0.509 0.2440
C -1.372 -0.347 -0.915 -0.4924
S -1.506 1.382 -0.434 -0.2861
C 0.309 -1.478 0.665 -0.1844
O -0.499 -2.219 1.152 -0.4332
H 2.378 1.689 -0.869 0.3489
H 0.971 1.670 0.187 0.2555
H 2.322 0.569 0.500 0.2341
H 0.982 0.104 -2.073 0.2899
H -2.204 0.588 2.143 -0.2017
H -1.603 -0.499 -1.962 0.3742
H -2.021 -0.888 -0.236 0.2825
H -1.962 0.559 2.846 0.1825
H 1.392 -1.578 0.858 0.3043
```

As for the total charge: 0. The HOMO energy comes out at -8.16 eV. The orbital gap comes out at 6.3 eV. For the LUMO energy, the calculation gives -1.81 eV. As for the spin multiplicity: 1.

Version x
C4H9NOS | ωB97M-V with the def2-TZVPD basis set

XYZ file:
```
16
Properties=species:S:1:pos:R:3:mulliken_charge:R:1
C 0.776 0.564 -0.961 -0.8242
C -0.236 -0.268 0.058 1.6279
C -1.558 -0.406 -0.677 -1.6018
C -0.265 0.534 1.369 -1.3411
N 0.315 -1.560 0.225 -0.6970
O 1.875 0.938 -0.282 -0.2773
S 3.185 0.071 0.105 -0.1243
H 1.082 -0.252 -1.633 0.4705
H 0.092 1.329 -1.356 0.4368
H -1.554 0.197 -1.599 0.3140
H -2.564 -0.158 -0.148 0.2667
H -1.647 -1.371 -1.056 0.4628
H -0.770 1.566 1.322 0.2906
H 0.747 0.605 1.673 0.3554
H -0.700 -0.153 2.132 0.3977
H 1.219 -1.634 0.829 0.2434
```

As for the total charge: 0. The HOMO energy (spin up / spin down) comes out at -8.28 / -8.27 eV. The orbital gap (spin up / spin down) comes out at 5.7 / 5.7 eV. For the LUMO energy (spin up / spin down), the calculation gives -2.54 / -2.54 eV. As for the spin multiplicity: 1.

The computed energies, referenced to the most stable structure and given in eV, are version w 0.000; version x 1.760.